--- 1 ---
Entry from the OMol25 dataset: 2 unconnected molecules or ions with the total composition C16H17N (ωB97M-V/def2-TZVPD).

## Properties
SMILES = Cc1c[nH]c2ccccc12.Cc1ccccc1
gap between HOMO and LUMO = 8.51 eV

```
34
Properties=species:S:1:pos:R:3:nbo_charge:R:1
C 1.26906 3.35074 2.07150 -0.640
C 0.09474 2.44950 2.09092 -0.102
C -1.14092 3.04330 2.30164 -0.027
N -2.09173 2.03799 2.41014 -0.536
C -1.53887 0.73472 2.33645 0.117
C -1.91686 -0.57844 2.45215 -0.253
C -0.93842 -1.57841 2.43826 -0.211
C 0.34434 -1.27510 1.91074 -0.228
C 0.81537 -0.01654 2.10703 -0.201
C -0.10191 1.06042 2.25001 -0.073
H 2.28629 2.89374 1.95381 0.217
H 1.52696 3.80996 2.98919 0.221
H 1.12068 4.05448 1.27322 0.222
H -1.35272 4.11722 2.48746 0.219
H -3.12715 2.20757 2.10750 0.410
H -2.94114 -0.81766 2.82129 0.218
H -1.15341 -2.61483 2.69508 0.217
H 0.99627 -2.08392 1.48585 0.219
H 1.82798 0.31389 1.94679 0.212
C 1.64704 -0.45099 -5.02429 -0.624
C 1.00977 -0.99743 -3.86998 -0.050
C 0.68942 -0.23918 -2.78120 -0.196
C 0.20684 -0.78460 -1.62518 -0.236
C 0.00766 -2.16156 -1.62258 -0.169
C 0.18657 -2.93110 -2.72751 -0.230
C 0.69853 -2.35123 -3.83222 -0.205
H 2.28463 0.33637 -4.73256 0.216
H 0.91615 -0.14598 -5.75733 0.222
H 2.35281 -1.11399 -5.48858 0.214
H 0.96672 0.89807 -2.76046 0.202
H -0.00447 -0.12180 -0.68905 0.236
H -0.26153 -2.74541 -0.72292 0.201
H 0.05090 -4.01994 -2.58652 0.213
H 1.15899 -2.87824 -4.74815 0.204
```

--- 2 ---
Entry from the OMol25 dataset: 2 unconnected molecules or ions with the total composition C16H17N (ωB97M-V/def2-TZVPD).

## Properties
SMILES = Cc1c[nH]c2ccccc12.Cc1ccccc1
gap between HOMO and LUMO = 8.74 eV

```
34
Properties=species:S:1:pos:R:3:nbo_charge:R:1
C -1.90418 -3.34970 1.42697 -0.641
C -1.81032 -1.91094 1.03715 -0.088
C -2.60141 -1.34536 0.08013 -0.024
N -2.41980 0.03669 0.08342 -0.533
C -1.49939 0.32552 1.05373 0.149
C -0.97266 1.57101 1.42671 -0.217
C 0.19725 1.57835 2.13302 -0.225
C 0.71956 0.40110 2.70891 -0.256
C 0.11650 -0.80342 2.43799 -0.189
C -0.96857 -0.86776 1.55035 -0.101
H -1.62344 -4.08390 0.67729 0.220
H -2.80633 -3.69154 1.94591 0.223
H -1.24866 -3.48555 2.29416 0.214
H -3.25395 -1.80803 -0.63228 0.209
H -2.60044 0.62566 -0.71129 0.413
H -1.41835 2.44255 0.96003 0.210
H 0.62760 2.56035 2.29766 0.213
H 1.38575 0.41905 3.56283 0.220
H 0.37805 -1.74744 2.90385 0.210
C 2.33497 -1.05588 -1.17752 -0.633
C 1.69188 0.22377 -1.63168 -0.014
C 1.29655 0.45536 -2.93553 -0.222
C 0.68876 1.67304 -3.30319 -0.212
C 0.78999 2.73046 -2.42517 -0.222
C 1.01036 2.48719 -1.06071 -0.202
C 1.54624 1.26473 -0.70548 -0.216
H 3.40110 -0.88135 -1.03211 0.218
H 2.23321 -1.84624 -1.91977 0.212
H 1.90870 -1.47515 -0.26846 0.227
H 1.50256 -0.21825 -3.75933 0.208
H 0.14669 1.66397 -4.23958 0.213
H 0.58066 3.76047 -2.69698 0.206
H 0.77199 3.30091 -0.39057 0.212
H 1.79910 1.05033 0.30951 0.220
```

Verdict on stability: 2 comes out on top.

--- 1 ---
Entry from the OMol25 dataset: 2 unconnected molecules or ions with the total composition C16H17N (ωB97M-V/def2-TZVPD).

## Properties
SMILES = Cc1c[nH]c2ccccc12.Cc1ccccc1
gap between HOMO and LUMO = 8.74 eV

```
34
Properties=species:S:1:pos:R:3:nbo_charge:R:1
C -0.22016 -0.98203 3.32561 -0.616
C 0.01933 0.11055 2.36781 -0.110
C -0.94366 0.99568 2.21342 -0.005
N -0.73645 1.84504 1.07532 -0.578
C 0.51630 1.43485 0.55395 0.192
C 1.26291 2.15189 -0.35438 -0.271
C 2.51860 1.62468 -0.45260 -0.200
C 3.15917 0.56552 0.27337 -0.256
C 2.35918 -0.10929 1.20152 -0.185
C 1.04774 0.31253 1.38436 -0.101
H -0.92217 -1.73402 3.01141 0.214
H -0.68856 -0.64331 4.19036 0.218
H 0.75873 -1.46275 3.49392 0.209
H -1.94951 1.02735 2.74984 0.205
H -1.57541 2.15340 0.52068 0.421
H 0.86098 2.98388 -0.92932 0.230
H 3.34422 1.96690 -1.17001 0.204
H 4.14176 0.33388 -0.00679 0.215
H 2.76387 -0.96369 1.87584 0.212
C 0.26698 -2.84253 -1.23677 -0.659
C -0.72502 -1.83216 -1.50805 -0.038
C -2.08070 -1.82775 -1.14083 -0.209
C -2.79556 -0.64719 -1.36445 -0.225
C -2.33138 0.37128 -2.07784 -0.237
C -0.99941 0.40302 -2.50873 -0.204
C -0.15959 -0.62645 -2.04708 -0.186
H 0.00390 -3.75611 -0.77013 0.222
H 0.93625 -2.43300 -0.37549 0.236
H 1.22987 -3.07728 -1.86042 0.235
H -2.53955 -2.78868 -0.79728 0.216
H -3.85432 -0.84758 -1.23442 0.211
H -2.98460 1.13054 -2.51437 0.211
H -0.64072 1.11187 -3.21083 0.212
H 0.90198 -0.53231 -2.27602 0.216
```

--- 2 ---
Entry from the OMol25 dataset: 2 unconnected molecules or ions with the total composition C16H17N (ωB97M-V/def2-TZVPD).

## Properties
SMILES = Cc1c[nH]c2ccccc12.Cc1ccccc1
gap between HOMO and LUMO = 8.55 eV

```
34
Properties=species:S:1:pos:R:3:nbo_charge:R:1
C 2.72687 0.40062 -0.09652 -0.635
C 2.05340 -0.53852 -1.01494 -0.076
C 2.26694 -1.92276 -1.09988 -0.028
N 1.66732 -2.44963 -2.25698 -0.544
C 0.95098 -1.41553 -2.86851 0.134
C -0.06812 -1.41457 -3.81098 -0.238
C -0.65518 -0.24342 -4.19554 -0.237
C -0.27557 0.94563 -3.55309 -0.224
C 0.46867 0.89261 -2.39667 -0.200
C 1.18073 -0.26619 -2.10443 -0.096
H 3.04528 0.01493 0.85538 0.223
H 1.99832 1.19130 0.22142 0.217
H 3.62147 0.81442 -0.48651 0.220
H 2.61644 -2.57940 -0.29176 0.212
H 1.89882 -3.35482 -2.62948 0.414
H -0.51863 -2.37420 -4.17160 0.215
H -1.39883 -0.01503 -4.92610 0.222
H -0.65231 1.95741 -3.87999 0.210
H 0.69286 1.72461 -1.71392 0.213
C -1.18497 -1.29371 3.74173 -0.636
C -1.31397 0.01104 3.04456 -0.014
C -1.46956 1.21792 3.74625 -0.227
C -1.55953 2.37876 3.04137 -0.198
C -1.56732 2.37731 1.64157 -0.241
C -1.73892 1.17591 1.00459 -0.195
C -1.51701 -0.05701 1.69314 -0.223
H -2.06507 -1.46756 4.33572 0.225
H -0.37660 -1.24408 4.55637 0.207
H -0.78749 -2.08060 3.09062 0.223
H -1.52508 1.05417 4.81417 0.212
H -1.52487 3.30459 3.58217 0.211
H -1.61359 3.29753 1.08234 0.217
H -1.88137 1.02966 -0.10694 0.221
H -1.49414 -1.07139 1.15243 0.218
```

Verdict on stability: 2 comes out on top.